Record 1
Below is a molecular structure, C22H30BrN2OS3Zn in a non-equilibrium geometry, with properties calculated with the ωB97M-V functional and the def2-TZVPD basis.

Output
Multiplicity: 1
Charge: -1

Atoms and positions in Å:
Zn1 1.898 -0.519 -1.171
C1 5.441 -0.231 -3.982
C2 4.446 -0.047 -2.791
S1 3.213 -1.347 -2.873
C3 4.387 0.988 -1.948
C4 5.422 2.040 -1.993
S2 3.229 1.200 -0.575
H1 5.893 0.684 -4.315
H2 5.059 -0.739 -4.858
H3 6.288 -0.877 -3.609
H4 5.114 3.073 -1.676
H5 5.928 2.120 -2.951
H6 6.234 1.786 -1.268
C5 -3.257 3.992 1.260
C6 -4.057 2.633 0.811
C7 -4.988 2.257 1.941
C8 -4.904 2.857 -0.454
C9 -2.944 1.557 0.471
C10 -2.606 1.247 -0.856
C11 -1.590 0.308 -1.044
Br1 -1.144 -0.045 -2.772
C12 -0.816 -0.162 0.026
O1 0.281 -0.848 -0.236
C13 -1.206 0.122 1.363
C14 -2.345 0.958 1.516
C15 -0.318 -0.245 2.587
C16 -0.874 0.284 3.911
C17 1.094 0.450 2.490
C18 -0.078 -1.734 2.754
H7 -3.960 4.816 1.272
H8 -2.573 4.187 0.459
H9 -2.764 3.874 2.222
H10 -5.785 3.133 2.055
H11 -4.472 2.359 2.951
H12 -5.502 1.301 1.845
H13 -5.582 3.646 -0.245
H14 -5.410 1.948 -0.768
H15 -4.319 3.179 -1.305
H16 -3.186 1.780 -1.608
H17 -2.612 1.242 2.592
H18 -0.957 1.396 3.962
H19 -0.188 0.054 4.703
H20 -1.855 -0.114 4.065
H21 0.899 1.538 2.350
H22 1.750 0.139 1.653
H23 1.695 0.321 3.377
H24 -0.927 -2.422 2.491
H25 0.153 -1.937 3.812
H26 0.793 -1.976 2.133
S3 3.087 -6.936 -1.485
C19 2.084 -5.567 -1.399
N1 1.397 -5.202 -2.540
C20 0.472 -4.261 -2.537
C21 0.245 -3.515 -1.465
C22 1.013 -3.837 -0.305
N2 1.836 -4.849 -0.280
H27 1.517 -5.782 -3.275
H28 -0.084 -4.239 -3.496
H29 -0.602 -2.821 -1.563
H30 1.034 -3.213 0.569

Record 2
Below is a molecular structure, C47H57ClN6O4STl in a non-equilibrium geometry, with properties calculated with the ωB97M-V functional and the def2-TZVPD basis.

Output
Multiplicity: 2
<S²>: 0.75
Charge: -2

Atoms and positions in Å:
Tl1 -0.666 0.654 0.033
C1 -2.290 3.374 4.359
C2 -2.745 2.023 3.803
C3 -4.299 1.953 3.893
C4 -2.201 0.770 4.469
C5 -2.086 0.621 5.817
C6 -1.721 -0.578 6.442
C7 -1.287 -1.602 5.659
C8 -1.379 -1.583 4.274
C9 -0.800 -2.802 3.503
C10 -1.422 -4.122 3.948
C11 -0.758 -2.789 1.991
C12 -2.006 -0.417 3.695
N1 -2.446 -0.436 2.390
C13 -3.695 -0.935 2.254
O1 -4.316 -1.609 3.116
C14 -4.350 -0.649 0.930
C15 -5.767 -0.672 0.943
C16 -6.375 -0.187 -0.180
C17 -5.612 0.120 -1.320
C18 -4.222 -0.061 -1.335
N2 -3.615 -0.450 -0.185
C19 -3.550 0.085 -2.635
O2 -4.281 0.160 -3.651
N3 -2.199 0.142 -2.610
C20 -1.592 0.152 -3.836
C21 -1.308 -1.102 -4.481
C22 -0.671 -1.104 -5.697
C23 -0.396 0.092 -6.335
C24 -0.687 1.291 -5.702
C25 -1.252 1.390 -4.456
C26 -1.510 2.744 -3.754
C27 -2.838 3.401 -4.189
C28 -0.384 3.778 -3.979
C29 -1.772 -2.411 -3.899
C30 -3.008 -2.905 -4.740
C31 -0.686 -3.491 -3.832
H1 -2.690 4.168 3.761
H2 -1.177 3.463 4.436
H3 -2.676 3.406 5.387
H4 -2.385 2.019 2.777
H5 -4.619 2.037 4.940
H6 -4.713 0.950 3.586
H7 -4.789 2.740 3.324
H8 -2.289 1.458 6.518
H9 -1.915 -0.823 7.464
H10 -0.920 -2.521 6.162
H11 0.257 -2.856 3.805
H12 -2.495 -4.166 3.612
H13 -1.373 -4.129 5.031
H14 -0.797 -4.949 3.501
H15 -1.757 -2.846 1.519
H16 -0.235 -3.745 1.777
H17 -0.381 -1.832 1.544
H18 -6.283 -0.985 1.863
H19 -7.464 -0.053 -0.126
H20 -6.113 0.625 -2.188
H21 -0.479 -2.072 -6.177
H22 0.018 0.099 -7.315
H23 -0.462 2.224 -6.211
H24 -1.497 2.551 -2.664
H25 -2.904 3.388 -5.312
H26 -2.829 4.485 -3.900
H27 -3.750 2.921 -3.782
H28 -0.410 4.223 -4.949
H29 0.648 3.365 -3.843
H30 -0.440 4.604 -3.240
H31 -2.180 -2.219 -2.899
H32 -2.661 -3.100 -5.730
H33 -3.801 -2.203 -4.737
H34 -3.403 -3.815 -4.328
H35 -0.533 -3.994 -4.793
H36 -0.893 -4.229 -3.057
H37 0.301 -3.011 -3.576
O3 -1.516 2.938 0.823
N4 -0.830 3.993 0.390
C32 -1.487 4.931 -0.334
C33 -0.804 6.121 -0.694
C34 0.507 6.275 -0.310
C35 1.217 5.271 0.334
C36 0.487 4.097 0.808
S1 1.241 2.915 1.747
H38 -2.584 4.788 -0.464
H39 -1.291 6.893 -1.316
H40 1.029 7.192 -0.624
H41 2.296 5.227 0.426
Cl1 -4.313 -5.016 0.508
C37 -2.809 -5.475 1.022
H42 -2.048 -5.023 0.414
H43 -2.676 -6.371 1.598
C38 7.671 -0.993 3.359
C39 7.159 -2.190 2.648
N5 6.926 -1.896 1.193
C40 7.974 -2.354 0.258
C41 9.178 -1.403 0.204
C42 5.751 -1.272 0.838
O4 4.757 -1.239 1.615
C43 5.545 -0.562 -0.513
C44 6.508 -0.113 -1.401
C45 6.051 0.585 -2.523
C46 4.667 0.705 -2.748
N6 3.748 0.149 -1.942
C47 4.213 -0.410 -0.843
H44 7.299 -1.098 4.416
H45 7.367 -0.023 2.960
H46 8.738 -0.913 3.416
H47 6.185 -2.507 3.069
H48 7.824 -3.055 2.656
H49 7.485 -2.508 -0.712
H50 8.303 -3.310 0.662
H51 9.361 -1.112 -0.868
H52 10.094 -1.927 0.463
H53 9.125 -0.465 0.794
H54 7.531 -0.246 -1.205
H55 6.710 0.953 -3.251
H56 4.241 1.216 -3.580
H57 3.447 -0.793 -0.175

Record 3
Below is a molecular structure, C44H36Cl2CsN4O2S4, with properties calculated with the ωB97M-V functional and the def2-TZVPD basis.

Output
Multiplicity: 1
ΔE to the lowest compared entry with this formula, charge and spin in kcal per mole: 0.0
Charge: -1

Atoms and positions in Å:
Cs1 0.161 0.604 0.213
O1 -1.323 2.907 1.400
C1 -2.167 2.004 1.632
O2 -2.664 1.229 0.781
C2 -2.606 1.813 3.076
C3 -3.537 2.709 3.587
C4 -4.024 2.603 4.883
C5 -3.553 1.576 5.689
C6 -2.613 0.686 5.195
C7 -2.111 0.771 3.887
S1 -0.895 -0.396 3.369
H1 -3.884 3.510 2.943
H2 -4.757 3.310 5.255
H3 -3.914 1.466 6.707
H4 -2.239 -0.114 5.824
N1 1.742 -1.832 -1.136
S2 2.473 -2.988 -0.658
N2 4.144 -3.052 -0.808
S3 4.818 -1.660 -0.761
N3 4.771 -0.874 0.522
S4 4.181 0.517 1.232
N4 3.235 1.419 0.615
C8 5.788 1.264 1.595
C9 6.943 0.545 1.870
C10 8.122 1.229 2.122
C11 8.141 2.619 2.099
C12 6.980 3.327 1.823
C13 5.796 2.648 1.570
C14 3.721 -0.206 2.800
C15 2.642 0.392 3.425
C16 2.239 -0.074 4.673
C17 2.933 -1.107 5.275
C18 4.008 -1.713 4.627
C19 4.404 -1.274 3.379
C20 6.528 -2.075 -1.023
C21 7.409 -1.010 -1.158
C22 8.759 -1.273 -1.311
C23 9.214 -2.587 -1.323
C24 8.321 -3.639 -1.183
C25 6.962 -3.388 -1.032
C26 4.452 -0.758 -2.260
C27 4.133 0.586 -2.260
C28 3.900 1.209 -3.482
C29 3.995 0.495 -4.665
C30 4.319 -0.857 -4.644
C31 4.547 -1.493 -3.438
C32 2.119 -4.567 -1.453
C33 3.001 -5.204 -2.310
C34 2.595 -6.359 -2.967
C35 1.320 -6.865 -2.763
C36 0.441 -6.215 -1.905
C37 0.837 -5.061 -1.250
C38 2.286 -3.481 1.062
C39 2.943 -4.613 1.534
C40 2.712 -5.032 2.832
C41 1.828 -4.327 3.645
C42 1.190 -3.192 3.174
C43 1.424 -2.762 1.870
H5 6.925 -0.537 1.872
H6 9.029 0.677 2.335
H7 9.064 3.150 2.297
H8 6.994 4.409 1.804
H9 4.872 3.166 1.339
H10 2.102 1.193 2.935
H11 1.353 0.347 5.125
H12 2.615 -1.473 6.244
H13 4.520 -2.550 5.087
H14 5.207 -1.766 2.848
H15 7.042 0.009 -1.134
H16 9.456 -0.452 -1.416
H17 10.270 -2.789 -1.440
H18 8.678 -4.660 -1.188
H19 6.244 -4.187 -0.916
H20 4.003 1.132 -1.332
H21 3.617 2.252 -3.495
H22 3.791 0.985 -5.608
H23 4.372 -1.420 -5.566
H24 4.778 -2.550 -3.405
H25 3.994 -4.802 -2.453
H26 3.279 -6.864 -3.637
H27 1.008 -7.766 -3.274
H28 -0.555 -6.606 -1.746
H29 0.157 -4.541 -0.584
H30 3.618 -5.160 0.887
H31 3.217 -5.913 3.210
H32 1.644 -4.665 4.658
H33 0.505 -2.618 3.789
H34 0.943 -1.853 1.537
Cl1 0.606 -0.244 -5.202
C44 0.327 0.126 -3.486
Cl2 0.278 1.870 -3.184
H35 1.122 -0.321 -2.896
H36 -0.637 -0.291 -3.219

Record 4
Below is 9 unconnected molecules or ions with the total composition C26H40Cl2N8O4 in a non-equilibrium geometry, with properties calculated with the ωB97M-V functional and the def2-TZVPD basis.

Output
Structure (SMILES): CCCOC[C@@H]1OC(=O)O[C@@H]1[C@@H](Cl)[C@H](C)Cl.CC#N.CC#N.CC#N.CC#N.CC#N.CC#N.CC#N.CC#N
Multiplicity: 1
ΔE to the lowest compared entry with this formula, charge and spin in kcal per mole: 42.2
Charge: 0

Atoms and positions in Å:
C1 -5.318 -1.275 0.855
C2 -5.624 0.079 0.008
C3 -4.962 -0.173 -1.452
O1 -3.558 -0.398 -1.216
C4 -3.001 -1.416 -2.063
C5 -1.742 -0.918 -2.905
O2 -1.686 -1.938 -3.984
C6 -0.984 -3.020 -3.373
O3 -1.143 -4.240 -3.477
O4 0.034 -2.577 -2.456
C7 -0.272 -1.141 -2.348
C8 0.058 -0.799 -0.813
Cl1 1.252 -2.089 -0.190
C9 0.786 0.623 -0.602
C10 1.992 0.886 -1.626
Cl2 1.532 0.673 1.102
H1 -5.998 -1.227 1.767
H2 -5.659 -2.154 0.199
H3 -4.215 -1.396 1.102
H4 -5.204 1.011 0.517
H5 -6.770 0.119 -0.074
H6 -5.525 -1.058 -1.893
H7 -5.197 0.760 -2.064
H8 -2.718 -2.306 -1.383
H9 -3.749 -1.856 -2.819
H10 -1.868 0.045 -3.493
H11 0.416 -0.716 -3.156
H12 -0.839 -0.851 -0.117
H13 -0.004 1.459 -0.624
H14 2.501 -0.075 -1.977
H15 1.546 1.373 -2.557
H16 2.775 1.614 -1.223
C11 -3.183 -1.408 4.586
C12 -2.862 -0.839 3.240
N1 -2.610 -0.394 2.183
H17 -4.260 -1.550 4.681
H18 -2.683 -2.369 4.711
H19 -2.843 -0.726 5.367
C13 2.945 -0.507 4.268
C14 1.792 -0.980 5.100
N2 0.888 -1.351 5.752
H20 3.882 -0.838 4.711
H21 2.865 -0.912 3.259
H22 2.941 0.583 4.216
C15 -3.758 1.031 -6.190
C16 -4.262 1.683 -4.940
N3 -4.659 2.194 -3.960
H23 -4.498 0.322 -6.563
H24 -3.571 1.787 -6.954
H25 -2.828 0.498 -5.982
C17 5.056 4.236 -1.954
C18 4.025 3.528 -2.774
N4 3.214 2.971 -3.415
H26 4.713 4.324 -0.921
H27 5.993 3.677 -1.972
H28 5.229 5.235 -2.358
C19 7.193 -2.425 5.093
C20 6.212 -1.996 4.047
N5 5.442 -1.659 3.227
H29 6.706 -3.093 5.805
H30 8.027 -2.950 4.625
H31 7.573 -1.552 5.625
C21 0.547 3.978 3.387
C22 1.860 4.305 2.737
N6 2.888 4.565 2.231
H32 0.081 4.891 3.758
H33 -0.118 3.506 2.662
H34 0.706 3.293 4.221
C23 -2.253 -5.543 -6.252
C24 -2.750 -5.321 -7.647
N7 -3.139 -5.146 -8.741
H35 -1.751 -4.646 -5.889
H36 -3.091 -5.773 -5.592
H37 -1.549 -6.376 -6.237
C25 5.232 4.284 4.919
C26 4.078 3.805 5.741
N8 3.171 3.428 6.386
H38 6.170 3.950 5.364
H39 5.155 3.884 3.906
H40 5.227 5.373 4.872

Number 1: total energy -179297.4138 eV. Number 2: total energy -94843.6889 eV. Number 3: total energy -125196.3861 eV. Number 4: total energy -72760.7389 eV.